Run 1
This record from the OMol25 dataset describes H24HeO12 as an isolated structure. The level of theory is ωB97M-V/def2-TZVPD.

ORCA input file:
```
! RIJCOSX wB97M-V def2-TZVPD def2/J DEFGRID3
* xyz 0 1
He 3.177 -10.567 -7.976
O 0.808 -9.118 -10.156
H 0.909 -8.475 -9.454
H -0.094 -9.004 -10.457
O 2.933 -9.625 -5.236
H 3.151 -8.818 -4.769
H 1.977 -9.669 -5.206
O 6.835 -11.166 -7.477
H 7.716 -10.794 -7.529
H 6.556 -11.250 -8.388
O 4.144 -12.016 -5.437
H 3.731 -12.412 -6.204
H 3.758 -11.142 -5.381
O -0.642 -11.067 -7.876
H -0.237 -11.930 -7.969
H -0.190 -10.519 -8.517
O 4.970 -12.234 -10.018
H 4.093 -12.064 -10.362
H 5.297 -12.964 -10.544
O 1.193 -7.079 -8.302
H 0.957 -6.156 -8.208
H 2.107 -7.123 -8.020
O 2.602 -11.113 -11.061
H 2.100 -10.322 -10.864
H 2.211 -11.450 -11.867
O 5.937 -8.624 -6.529
H 6.263 -8.396 -7.399
H 6.304 -9.491 -6.355
O 3.972 -6.847 -6.996
H 4.641 -7.526 -6.914
H 3.377 -7.007 -6.262
O 5.342 -9.224 -10.743
H 4.813 -8.984 -11.504
H 4.960 -10.046 -10.435
O 3.161 -13.098 -7.758
H 3.475 -13.049 -8.661
H 2.210 -13.167 -7.838
*
```

Values from the calculation:
Frontier orbital gap, eV: 9.4827

Run 2
This record from the OMol25 dataset describes H24HeO12 as an isolated structure. The level of theory is ωB97M-V/def2-TZVPD.

ORCA input file:
```
! RIJCOSX wB97M-V def2-TZVPD def2/J DEFGRID3
* xyz 0 1
He -7.368 -2.920 17.786
O -4.298 0.042 19.050
H -4.821 -0.724 18.816
H -3.431 -0.311 19.252
O -4.743 -3.333 17.637
H -5.226 -3.536 18.438
H -5.116 -3.917 16.977
O -7.458 -6.879 19.491
H -7.838 -6.354 18.786
H -7.617 -6.366 20.283
O -9.237 0.226 18.727
H -8.896 -0.125 17.904
H -8.502 0.710 19.103
O -6.083 -5.239 15.831
H -6.015 -6.145 16.131
H -7.016 -5.035 15.892
O -10.890 -2.895 15.356
H -10.810 -3.718 14.873
H -9.992 -2.670 15.597
O -6.064 -1.421 15.116
H -5.908 -2.132 14.494
H -5.433 -1.575 15.820
O -9.194 -3.632 21.222
H -8.653 -4.100 21.858
H -9.618 -4.323 20.712
O -6.588 -2.811 20.124
H -6.229 -3.069 20.973
H -7.459 -3.208 20.101
O -8.436 -1.139 16.275
H -8.838 -0.436 15.764
H -7.575 -1.263 15.877
O -6.238 -0.123 21.458
H -6.290 -0.900 20.902
H -6.817 -0.315 22.195
O -8.853 -5.318 16.962
H -9.623 -5.325 17.532
H -8.918 -6.132 16.463
*
```

Values from the calculation:
Frontier orbital gap, eV: 9.8399

run 1 takes first place; second place is 9.5 kcal/mol up.

Run 1
This record from the OMol25 dataset describes the molecule C5H5NOS. The level of theory is ωB97M-V/def2-TZVPD.

ORCA input file:
```
! RIJCOSX wB97M-V def2-TZVPD def2/J DEFGRID3
* xyz 0 1
O 1.264 1.615 -0.203
C 1.026 0.290 -0.072
S 2.266 -0.743 0.169
N -0.312 0.006 -0.273
C -1.007 -1.223 -0.211
C -2.399 -0.949 -0.010
C -2.620 0.477 0.309
C -1.364 0.986 0.034
H 2.196 1.755 0.185
H -0.570 -2.197 -0.094
H -3.236 -1.651 -0.252
H -3.242 1.433 0.484
H -1.155 2.101 0.210
*
```

Values from the calculation:
Frontier orbital gap, eV: 8.7354
Structure (SMILES): OC(=S)n1cccc1

Run 2
This record from the OMol25 dataset describes the molecule C5H5NOS. The level of theory is ωB97M-V/def2-TZVPD.

ORCA input file:
```
! RIJCOSX wB97M-V def2-TZVPD def2/J DEFGRID3
* xyz 0 1
O -1.269 0.645 2.394
C -0.700 0.416 1.360
C 0.213 1.354 0.683
C 0.811 1.026 -0.453
C 0.615 -0.287 -1.142
C -0.326 -1.260 -0.453
S -0.644 -2.740 -1.069
N -0.875 -0.827 0.716
H 0.366 2.310 1.155
H 1.489 1.729 -0.956
H 1.584 -0.769 -1.280
H 0.253 -0.144 -2.152
H -1.517 -1.452 1.197
*
```

Values from the calculation:
Frontier orbital gap, eV: 8.7763
Structure (SMILES): O=C1C=CCC(=S)N1

run 2 takes first place; second place is 51.3 kcal/mol up.

Run 1
This record from the OMol25 dataset describes a 7-piece molecular cluster, C45H100N4O7 overall. The level of theory is ωB97M-V/def2-TZVPD.

ORCA input file:
```
! RIJCOSX wB97M-V def2-TZVPD def2/J DEFGRID3
* xyz 0 1
C 7.229 -0.165 -1.178
C 6.313 0.657 -0.261
C 6.797 0.451 1.141
C 6.493 2.135 -0.855
C 5.452 3.151 -0.335
C 4.082 2.541 -0.572
C 3.804 1.141 -0.035
C 3.493 1.210 1.500
C 2.536 0.558 -0.638
N 4.911 0.285 -0.443
O 4.790 -1.117 -0.199
H 8.222 0.279 -1.248
H 7.280 -1.178 -0.778
H 6.905 -0.231 -2.219
H 6.751 1.292 1.848
H 6.118 -0.220 1.671
H 7.844 0.187 1.297
H 7.484 2.495 -0.579
H 6.314 2.090 -1.930
H 5.879 3.351 0.652
H 5.417 4.125 -0.827
H 3.802 2.526 -1.629
H 3.383 3.262 -0.137
H 2.640 1.831 1.771
H 4.389 1.254 2.116
H 2.986 0.263 1.735
H 1.629 1.135 -0.456
H 2.349 -0.447 -0.251
H 2.696 0.355 -1.701
H 4.253 -1.138 0.607
C -1.192 -3.033 0.845
C -0.757 -4.397 1.441
C -1.172 -4.370 2.951
C -1.566 -5.516 0.746
C -1.231 -5.802 -0.721
C 0.272 -6.022 -0.900
C 1.256 -5.045 -0.170
C 2.570 -5.868 -0.040
C 1.389 -3.836 -1.137
N 0.655 -4.738 1.138
O 1.539 -4.075 2.009
H -0.423 -2.280 1.037
H -1.270 -3.085 -0.246
H -2.163 -2.581 1.063
H -0.728 -5.268 3.390
H -0.841 -3.460 3.444
H -2.242 -4.542 3.069
H -1.409 -6.378 1.399
H -2.610 -5.195 0.802
H -1.670 -6.737 -1.073
H -1.631 -4.986 -1.323
H 0.283 -5.800 -1.974
H 0.580 -7.067 -0.883
H 3.297 -5.195 0.420
H 2.970 -6.268 -0.971
H 2.477 -6.771 0.566
H 1.853 -4.221 -2.046
H 2.002 -3.023 -0.745
H 0.404 -3.448 -1.392
H 2.088 -4.800 2.329
C 2.656 5.741 3.907
C 1.505 5.092 4.734
C 2.156 4.504 5.989
C 0.427 6.116 5.068
C -0.452 6.512 3.919
C -1.178 5.265 3.360
C -0.145 4.225 2.896
C -0.905 2.908 2.628
C 0.476 4.731 1.606
N 0.838 4.003 3.985
O 1.707 2.948 3.679
H 3.306 6.446 4.421
H 3.273 4.935 3.497
H 2.325 6.153 2.950
H 1.749 3.537 6.292
H 3.243 4.543 6.050
H 1.897 5.094 6.877
H -0.175 5.770 5.911
H 0.872 7.070 5.364
H -1.176 7.229 4.308
H 0.111 6.980 3.110
H -1.875 5.545 2.570
H -1.767 4.894 4.204
H -1.789 3.027 2.002
H -1.290 2.621 3.610
H -0.248 2.129 2.242
H 0.104 4.265 0.693
H 1.523 4.412 1.531
H 0.553 5.816 1.565
H 1.610 2.418 4.478
C -5.905 -1.744 -4.553
C -5.091 -2.531 -3.470
C -5.269 -1.886 -2.071
C -5.580 -3.991 -3.416
C -5.059 -4.854 -4.501
C -3.524 -4.829 -4.488
C -3.070 -3.374 -4.742
C -1.542 -3.577 -4.627
C -3.251 -2.916 -6.157
N -3.653 -2.472 -3.754
O -3.095 -1.218 -3.795
H -6.885 -1.386 -4.225
H -5.343 -0.887 -4.917
H -6.222 -2.414 -5.354
H -5.079 -0.808 -2.115
H -6.302 -1.776 -1.724
H -4.665 -2.292 -1.261
H -5.443 -4.396 -2.411
H -6.670 -3.895 -3.483
H -5.447 -5.869 -4.393
H -5.375 -4.450 -5.466
H -3.289 -5.567 -5.259
H -3.116 -5.241 -3.564
H -1.230 -4.002 -3.665
H -0.861 -2.723 -4.672
H -1.247 -4.324 -5.363
H -4.287 -2.622 -6.326
H -3.045 -3.687 -6.903
H -2.630 -2.064 -6.435
H -2.608 -1.089 -2.969
C -1.072 1.879 -1.497
C -1.743 0.791 -0.700
C -3.180 1.082 -0.391
O -1.612 -0.388 -1.542
H -1.758 2.497 -2.087
H -0.247 1.817 -2.208
H -0.720 2.633 -0.776
H -1.184 0.634 0.227
H -3.714 1.352 -1.304
H -3.215 1.883 0.349
H -3.777 0.279 0.046
H -0.715 -0.705 -1.667
C 2.060 3.908 -4.044
C 1.013 4.624 -3.180
C 1.663 4.972 -1.833
O 0.620 5.844 -3.785
H 2.041 2.873 -3.702
H 3.061 4.325 -4.156
H 1.733 3.968 -5.087
H 0.191 3.927 -3.001
H 2.078 4.068 -1.391
H 0.914 5.472 -1.209
H 2.395 5.779 -1.909
H 0.236 6.446 -3.143
C -3.135 0.164 4.587
C -3.622 -0.959 3.688
C -4.185 -2.150 4.446
O -4.661 -0.424 2.826
H -2.761 0.990 3.977
H -2.238 -0.142 5.134
H -3.841 0.531 5.332
H -2.744 -1.244 3.101
H -4.818 -1.939 5.307
H -3.375 -2.842 4.680
H -4.825 -2.744 3.788
H -4.371 0.479 2.658
*
```

Values from the calculation:
Frontier orbital gap, eV: 8.0502
Structure (SMILES): CC1(C)CCCC(C)(C)N1O.CC1(C)CCCC(C)(C)N1O.CC1(C)CCCC(C)(C)N1O.CC1(C)CCCC(C)(C)N1O.CC(C)O.CC(C)O.CC(C)O

Run 2
This record from the OMol25 dataset describes a 7-piece molecular cluster, C45H100N4O7 overall. The level of theory is ωB97M-V/def2-TZVPD.

ORCA input file:
```
! RIJCOSX wB97M-V def2-TZVPD def2/J DEFGRID3
* xyz 0 1
C 32.266 0.891 3.513
C 31.719 1.973 4.445
C 30.397 1.421 5.013
C 32.764 2.012 5.586
C 33.956 2.883 5.273
C 33.476 4.259 4.764
C 32.548 4.172 3.494
C 31.958 5.527 3.293
C 33.369 3.748 2.237
N 31.430 3.269 3.760
O 30.463 3.148 2.746
H 33.300 1.157 3.295
H 32.170 -0.093 3.973
H 31.741 0.927 2.558
H 29.852 1.076 4.134
H 30.555 0.642 5.759
H 29.817 2.171 5.551
H 32.287 2.387 6.491
H 32.946 0.977 5.873
H 34.656 2.814 6.105
H 34.594 2.383 4.544
H 34.435 4.624 4.397
H 33.068 4.689 5.680
H 31.470 5.597 2.321
H 32.735 6.291 3.271
H 31.320 5.795 4.136
H 34.125 3.008 2.503
H 33.935 4.629 1.935
H 32.858 3.437 1.326
H 29.693 3.548 3.158
C 31.814 0.099 8.694
C 33.023 -0.749 9.266
C 32.540 -2.108 9.888
C 33.989 -0.994 8.120
C 34.732 0.335 7.767
C 35.633 0.651 9.003
C 34.708 1.089 10.142
C 35.586 0.951 11.488
C 34.320 2.546 9.959
N 33.609 0.056 10.346
O 32.813 0.284 11.532
H 31.277 -0.315 7.841
H 31.018 0.278 9.417
H 32.163 1.057 8.308
H 31.838 -2.458 9.131
H 33.352 -2.828 9.982
H 32.043 -2.078 10.858
H 34.587 -1.842 8.451
H 33.538 -1.372 7.202
H 35.334 0.146 6.878
H 34.055 1.130 7.453
H 36.269 1.523 8.846
H 36.207 -0.197 9.378
H 36.420 1.651 11.548
H 35.945 -0.078 11.477
H 35.089 1.077 12.450
H 34.267 3.019 10.940
H 33.467 2.627 9.286
H 35.200 3.128 9.684
H 33.224 -0.238 12.225
C 29.707 3.095 12.251
C 29.687 4.167 11.134
C 30.917 5.045 11.031
C 29.658 3.373 9.756
C 28.209 2.816 9.417
C 27.138 3.930 9.596
C 27.186 4.703 10.982
C 26.252 5.940 10.765
C 26.677 3.710 12.073
N 28.583 5.098 11.269
O 28.617 5.931 12.411
H 29.515 3.419 13.273
H 28.995 2.300 12.031
H 30.709 2.667 12.296
H 31.745 4.386 11.292
H 31.232 5.455 10.072
H 31.064 5.757 11.844
H 30.014 4.046 8.976
H 30.396 2.581 9.887
H 28.173 2.521 8.368
H 28.027 1.900 9.979
H 26.201 3.373 9.565
H 27.189 4.587 8.728
H 26.635 6.592 9.980
H 26.241 6.503 11.698
H 25.271 5.559 10.479
H 25.646 3.914 12.362
H 27.046 3.988 13.060
H 26.989 2.690 11.849
H 28.971 6.746 12.046
C 34.519 -7.308 8.404
C 33.432 -7.534 9.409
C 32.024 -7.377 8.679
C 33.584 -9.013 9.855
C 32.891 -9.270 11.237
C 33.308 -8.277 12.280
C 33.150 -6.797 11.916
C 31.585 -6.515 11.984
C 33.726 -5.746 13.009
N 33.614 -6.539 10.537
O 33.380 -5.272 10.171
H 34.208 -6.577 7.658
H 35.380 -7.100 9.040
H 34.872 -8.171 7.840
H 31.941 -7.910 7.731
H 31.286 -7.942 9.248
H 31.804 -6.346 8.405
H 33.020 -9.556 9.098
H 34.647 -9.246 9.925
H 31.808 -9.198 11.137
H 33.175 -10.282 11.527
H 34.313 -8.593 12.560
H 32.676 -8.479 13.145
H 31.074 -6.998 11.151
H 31.403 -5.458 11.789
H 31.104 -6.974 12.848
H 34.726 -5.348 12.837
H 33.856 -6.058 14.046
H 33.140 -4.827 13.018
H 34.189 -5.106 9.680
C 37.168 1.345 15.357
C 38.292 0.275 15.247
C 38.465 -0.309 13.771
O 39.475 1.131 15.621
H 36.232 1.107 14.851
H 37.498 2.312 14.976
H 36.968 1.587 16.400
H 38.257 -0.403 16.100
H 37.483 -0.642 13.435
H 39.157 -1.149 13.713
H 38.803 0.518 13.147
H 39.387 2.006 15.237
C 29.470 -3.497 13.995
C 30.782 -3.197 14.648
C 31.095 -1.728 14.560
O 30.814 -3.561 15.945
H 29.199 -4.552 14.022
H 29.587 -3.298 12.930
H 28.741 -2.927 14.572
H 31.523 -3.636 13.980
H 30.574 -1.113 15.294
H 30.824 -1.296 13.596
H 32.118 -1.497 14.856
H 29.964 -3.265 16.277
C 39.115 2.197 10.120
C 40.060 1.614 9.130
C 39.856 0.067 8.870
O 39.639 2.200 7.921
H 38.095 1.991 9.796
H 39.131 3.281 10.239
H 39.147 1.799 11.134
H 41.104 1.815 9.367
H 39.823 -0.482 9.811
H 40.698 -0.311 8.291
H 38.971 -0.211 8.297
H 39.678 3.159 7.919
*
```

Values from the calculation:
Frontier orbital gap, eV: 8.3489
Structure (SMILES): CC1(C)CCCC(C)(C)N1O.CC1(C)CCCC(C)(C)N1O.CC1(C)CCCC(C)(C)N1O.CC1(C)CCCC(C)(C)N1O.CC(C)O.CC(C)O.CC(C)O

run 1 takes first place; second place is 44.0 kcal/mol up.